No. 1
{
  "formula": "C31H60F10N6O10P",
  "method": "ωB97M-V with the def2-TZVPD basis set",
  "symbols": ["H", "O", "H", "C", "C", "H", "H", "F", "C", "H", "H", "F", "H", "O", "H", "C", "O", "C", "H", "N", "H", "C", "H", "H", "H", "H", "C", "H", "C", "F", "C", "H", "H", "H", "C", "C", "H", "F", "H", "O", "C", "H", "C", "O", "H", "F", "C", "O", "H", "F", "H", "H", "H", "H", "C", "H", "C", "C", "C", "C", "H", "H", "H", "H", "H", "F", "H", "F", "H", "C", "H", "P", "C", "H", "N", "H", "H", "F", "C", "C", "C", "O", "H", "H", "H", "H", "H", "C", "O", "H", "H", "C", "C", "F", "C", "H", "H", "H", "H", "O", "C", "H", "N", "H", "C", "N", "H", "H", "H", "H", "C", "H", "H", "H", "N", "O", "H", "N"],
  "xyz": [[-1.457315, 4.547589, -1.655361], [3.654163, -0.646870, 3.947686], [0.455249, 2.821877, 4.819507], [-0.517128, 3.125979, 2.659699], [-0.509794, -0.053666, -0.868235], [-5.518728, 4.496151, 0.018969], [-2.613230, 0.779325, -2.792118], [-1.651667, -1.153570, 7.302300], [-1.768699, 0.235166, 4.055654], [-8.883329, -0.091543, -4.719978], [7.271333, -2.436346, 4.736954], [0.149205, 4.167508, 1.790260], [-1.684650, 3.317529, 2.498255], [-0.066295, -0.806591, 2.232625], [-5.332279, -1.790861, -5.182784], [-4.412708, 4.117921, 0.203015], [1.189734, -2.358394, 2.984965], [2.479736, 0.971074, 1.338243], [3.856782, -2.917569, 2.532861], [-1.344061, 2.436348, -1.193203], [-1.246649, 3.626501, 4.769301], [-3.587592, 3.873792, -1.228050], [0.106426, -1.963288, -2.264864], [9.144513, -1.121001, 3.795795], [12.508550, 0.014490, 2.895877], [-4.639088, 0.421021, -6.003862], [-8.125237, -0.124102, -5.506478], [-8.025515, 0.889655, -5.897915], [-1.982077, 3.770870, -0.914495], [-3.324946, -3.154524, 5.476428], [11.630344, -0.636612, 2.828255], [0.639820, 0.053770, -0.638828], [9.394030, -1.558010, 5.497084], [1.700545, 1.041264, 3.571540], [-1.005466, -1.607578, -0.726449], [8.269330, -4.612658, 2.674372], [-4.488264, 3.150492, 0.858315], [-0.794221, 0.606742, 5.112289], [-5.750336, -0.699953, -9.374969], [-8.574872, 1.057162, -8.827210], [-0.972125, 0.301753, 2.630593], [-3.529094, -0.469879, 0.033988], [-6.014008, -1.217739, -5.820381], [3.863219, 0.729143, 1.864500], [-0.330892, 2.517756, -1.480428], [0.243486, -2.064134, 6.172720], [-3.432547, 0.292313, -2.118314], [7.917131, -3.274227, 2.999311], [11.902378, -1.124546, 4.918549], [-2.736960, 1.403441, 4.026815], [-4.031910, 3.001890, -1.867579], [7.839110, -5.321079, 3.387735], [-4.361167, -0.863284, -7.170897], [2.009009, 2.700162, 2.740094], [-7.427490, 0.644286, -9.582750], [0.235531, 4.679404, 4.276166], [-6.502730, -0.237904, -8.728121], [-0.197953, 3.569431, 4.201360], [1.549699, 1.638915, 2.549042], [11.737168, -1.662079, 3.975090], [-1.733181, -2.031040, 0.103291], [10.762352, 0.023414, 2.927034], [-5.221201, -0.279587, -3.059193], [10.330124, -2.763073, 1.317998], [10.449178, -1.662924, -0.046418], [-1.491089, -3.339324, 4.013975], [5.492424, -2.200103, 1.925973], [-3.569990, -1.495252, 3.198973], [-8.383141, 3.054487, -9.393336], [4.317546, -2.014622, 1.902430], [8.330957, -3.825926, 4.992290], [-1.602679, 1.223685, 0.082472], [9.348271, -1.951382, 4.476709], [7.872143, -4.835384, 1.680087], [-5.827880, 0.544759, -7.686774], [-8.470986, -0.806640, -6.288695], [-6.889848, 1.494832, -10.017474], [-3.750856, -0.535639, 5.349358], [-1.213241, -2.219700, 6.373984], [-5.146621, -0.274423, -6.678297], [10.440361, -1.712191, 1.045298], [-0.039790, 1.759034, 0.737665], [-6.512560, 1.124525, -7.211118], [10.517606, -3.129617, 3.292636], [9.354753, -4.730226, 2.637250], [-2.417957, 2.208112, 0.775251], [-4.825824, 1.306975, -3.369438], [3.903230, -0.557259, 2.611446], [11.683214, -1.216902, 1.522406], [-7.820690, 2.658718, -7.739090], [-6.555972, -1.958271, -6.417615], [-2.717328, -1.031047, 4.356965], [-2.103767, -2.380281, 5.011456], [-1.384435, -3.514985, 7.134205], [-0.059450, 1.616654, 2.234722], [2.096853, -0.073332, 0.977162], [-4.219159, 1.267245, -0.206961], [-1.814163, 4.204508, 0.158865], [12.630225, -2.268827, 3.800734], [-6.898346, -0.540107, -4.923980], [-8.567531, 2.442081, -8.506319], [-3.324260, -0.886474, -2.273553], [-4.865974, 0.606520, -2.596145], [3.896383, -2.094251, 0.791350], [-3.313768, 0.566418, -0.516722], [0.590342, -1.331152, 3.272906], [9.588948, -1.128742, 1.408546], [-3.760824, 4.871006, -1.851558], [-7.807811, 0.038708, -10.412413], [-7.115150, -1.030571, -8.290720], [8.173501, -2.937459, 4.369951], [2.617921, 1.739423, 0.436161], [-3.855491, 4.927184, 0.878814], [-0.629471, 0.230703, -2.021363], [-0.524391, -2.533190, -1.637222], [-1.940233, 0.247319, 1.482873], [-9.550266, 2.701265, -8.102559], [10.623521, -2.600382, 4.152785]],
  "forces_ev_per_a": [[-1.035, -1.595, 1.544], [1.605, 1.313, -8.655], [-1.040, 1.476, -1.406], [-1.574, 1.366, 1.278], [-0.423, -1.543, -1.316], [2.253, -0.725, 0.264], [-1.561, -0.540, 1.538], [1.331, -3.601, -3.574], [0.169, 3.645, -0.420], [0.137, -0.069, 0.015], [0.076, -0.031, -0.008], [-1.004, -2.439, 1.663], [2.769, -0.612, -0.020], [-1.001, -0.039, 0.711], [-0.039, 0.097, -0.008], [-0.200, 0.023, 0.068], [-1.606, 3.081, 0.290], [-0.691, 0.220, 0.170], [0.804, 2.444, -1.241], [-0.128, 1.199, -0.506], [2.260, -0.222, -1.208], [-0.409, 1.208, 0.704], [-0.737, -0.734, 0.643], [-0.225, 0.141, 0.060], [-0.026, -0.087, -0.047], [-0.002, -0.132, 0.049], [0.132, 0.085, 0.408], [-0.179, 0.004, -0.214], [0.508, 1.177, -1.272], [3.713, 2.546, -1.376], [0.452, -0.187, 0.028], [-2.411, -0.479, -0.277], [0.026, -0.015, -0.037], [0.104, 1.110, -2.269], [2.116, -2.252, -2.969], [-0.170, 0.331, -0.223], [0.245, 1.740, -1.365], [-3.127, -1.769, -2.528], [0.008, 0.015, 0.040], [0.377, 0.428, -0.262], [-0.986, 1.549, -4.685], [0.338, 2.168, -1.232], [0.369, 0.257, 0.285], [-0.813, -3.367, 1.590], [-1.716, 0.145, 0.659], [-5.312, -0.429, 0.456], [-0.260, -1.781, 0.104], [0.177, -0.465, 0.350], [-0.107, -0.005, -0.119], [2.977, -3.537, 0.018], [0.982, 1.493, 1.479], [0.071, -0.011, 0.007], [-0.155, 0.015, 0.023], [-1.369, -1.905, -0.499], [-0.060, -0.690, 0.293], [-0.765, -2.607, -0.435], [-0.166, 0.783, 0.088], [-0.976, 0.527, 0.743], [0.684, -1.549, 1.035], [-0.163, -0.114, -0.236], [1.595, 1.250, -1.744], [-0.137, -0.155, -0.047], [0.366, 1.675, 0.713], [-0.282, -0.021, 0.029], [0.086, 0.082, 0.090], [-1.634, 3.781, 3.456], [-2.472, 0.818, -0.151], [3.365, 1.778, 3.627], [0.063, 0.025, 0.034], [-0.279, -0.058, -0.283], [0.137, 0.012, -0.204], [-0.837, 1.683, -1.626], [-0.061, -0.732, -0.216], [-0.001, 0.119, 0.138], [-0.151, -0.271, -0.138], [0.098, 0.075, -0.043], [-0.036, 0.016, 0.241], [3.394, -1.636, -2.739], [2.231, -1.151, 3.401], [-0.218, 0.089, 0.106], [0.281, -0.054, -0.200], [-1.295, -1.275, 4.291], [0.123, -0.112, -0.127], [-0.024, 0.096, 0.189], [0.076, -0.202, 0.096], [0.947, 0.163, 0.181], [-0.045, -0.776, 0.844], [-0.832, -0.887, 5.959], [-0.281, 0.289, 0.415], [0.098, 0.201, -0.059], [-0.148, 0.118, -0.084], [-4.005, -0.395, 0.275], [-2.112, -3.527, -0.415], [0.688, 4.360, -2.518], [2.517, 3.820, -2.079], [0.343, 2.167, 0.486], [2.095, -1.285, -0.649], [-0.169, -0.981, -1.745], [0.026, 0.113, -0.034], [-0.010, -0.364, -0.565], [-0.236, -0.312, 0.126], [0.087, 2.456, 0.297], [0.968, -0.984, -1.321], [1.066, 0.340, 2.416], [-1.238, -1.412, -1.016], [1.576, -3.079, 0.475], [0.059, -0.096, 0.075], [0.352, -2.043, 1.212], [0.044, 0.026, 0.035], [-0.128, -0.177, -0.175], [0.021, 0.760, -0.127], [-0.417, -1.896, 2.125], [-1.138, -1.657, -1.626], [0.203, -0.826, 2.362], [-1.435, 4.092, 3.180], [2.452, -1.220, 4.949], [0.103, -0.133, -0.079], [-0.082, 0.259, -0.010]],
  "total_energy_ev": -98980.89396,
  "charge": -1,
  "homo_lumo_gap_ev": 6.46
}

No. 2
{
  "formula": "C2H3N",
  "method": "ωB97M-V with the def2-TZVPD basis set",
  "symbols": ["N", "H", "H", "C", "C", "H"],
  "xyz": [[-1.900739, 0.805627, -0.092723], [1.108974, 0.490775, 0.537221], [0.368185, -1.080192, 0.627243], [-0.882740, 0.353096, -0.048158], [0.464765, -0.199387, -0.007549], [0.841554, -0.369919, -1.016035]],
  "forces_ev_per_a": [[-4.185, 1.743, -0.124], [0.066, 0.061, -0.207], [0.455, -0.356, -0.432], [4.051, -1.354, -0.162], [-0.386, 0.170, 0.666], [0.000, -0.263, 0.258]],
  "total_energy_ev": -3612.22879,
  "homo_lumo_gap_ev": 12.77,
  "e_above_lowest_kcal_mol": 3.0,
  "smiles": "CC#N"
}